# 1
This record from OMol25 describes a structure of composition C30H36CaN4 in a non-equilibrium geometry. The level of theory is the ωB97M-V functional and the def2-TZVPD basis.

```
71
C30H36CaN4, DFT the ωB97M-V functional and the def2-TZVPD basis
Ca -0.4205 0.4905 0.4528
N -3.2187 0.4273 0.7683
N -0.9874 2.2623 -1.6722
C 1.4570 -1.4722 -0.4174
C 0.2489 -1.6573 -1.1470
C -0.7536 -2.0871 -0.2295
C -2.1905 -2.3103 -0.5232
H -2.3522 -2.4657 -1.5981
H -2.8114 -1.4540 -0.2006
H -2.5609 -3.1953 0.0152
C -0.1583 -2.1879 1.0591
C -0.8393 -2.6539 2.2924
H -0.7562 -3.7472 2.4109
H -1.9111 -2.4094 2.2781
H -0.4044 -2.1927 3.1895
C 1.2054 -1.8102 0.9425
C 2.1941 -1.8299 2.0490
H 1.8292 -1.2684 2.9222
H 3.1470 -1.3869 1.7381
H 2.4018 -2.8580 2.3857
C 0.0872 -1.5081 -2.6150
H 0.3227 -2.4485 -3.1431
H 0.7586 -0.7353 -3.0176
H -0.9423 -1.2303 -2.8796
C 2.7667 -1.0836 -1.0014
H 3.4022 -0.5766 -0.2620
H 2.6363 -0.3923 -1.8456
H 3.3251 -1.9584 -1.3773
C -3.9931 0.5344 1.8480
H -4.4276 -0.3945 2.2284
C -4.2328 1.7545 2.4842
H -4.8520 1.7724 3.3790
C -3.6623 2.9225 1.9647
H -3.7897 3.8743 2.4785
C -2.9502 2.8647 0.7823
H -2.4957 3.7319 0.3005
C -2.8328 1.5926 0.1297
C -2.2616 1.3537 -1.1247
H -2.5409 0.5757 -1.8458
C 0.2928 2.0727 -1.2837
C -1.0560 3.1870 -2.7165
H -2.0063 3.4690 -3.1196
C 0.1998 3.5139 -3.0361
H 0.5820 4.1769 -3.7865
N 1.0356 2.7589 -2.1954
C 2.4191 2.5418 -2.4004
C 2.8672 2.2024 -3.6894
C 4.2325 1.9663 -3.8629
H 4.6015 1.7284 -4.8629
C 5.1231 2.0165 -2.7900
C 6.5905 1.8130 -3.0177
H 7.0575 1.3390 -2.1477
H 7.1046 2.7688 -3.1916
H 6.7568 1.1838 -3.8987
C 4.6308 2.2844 -1.5085
H 5.3184 2.3088 -0.6598
C 3.2759 2.5441 -1.2890
C 2.7927 2.8152 0.0969
H 1.9483 3.5119 0.1356
H 3.6206 3.2540 0.6732
H 2.5087 1.8894 0.6303
C 1.9349 1.9945 -4.8356
H 1.3731 2.8943 -5.1069
H 1.2192 1.1750 -4.6666
H 2.5350 1.7143 -5.7100
C -1.8344 0.8604 5.0768
C -1.1494 0.7791 3.8106
N -0.6357 0.7484 2.7603
H -1.1236 0.6917 5.8992
H -2.6267 0.0961 5.1215
H -2.2931 1.8544 5.1935
```

Results
- Gap between HOMO and LUMO (spin up / spin down): 2.021 / 2.727 eV
- Lowest unoccupied orbital energy (spin up / spin down): 4.5 / 4.5 eV
- Net charge: -2
- Strongest force on any atom: 3.755 eV Å⁻¹
- 2S+1: 1
- ΔE to the lowest compared entry with this formula, charge and spin: 0.0 kJ/mol

Here are the Löwdin charges for atoms 1 to 4, given in e: number 1, Ca, carries 1.21; number 2, N, carries 0.02; number 3, N, carries -0.08; number 4, C, carries -0.30



# 2
This record from OMol25 describes a structure of composition C25H27N4O5RuS3 in a non-equilibrium geometry. The level of theory is the ωB97M-V functional and the def2-TZVPD basis.

```
65
C25H27N4O5RuS3, DFT the ωB97M-V functional and the def2-TZVPD basis
Ru 0.0723 0.1798 1.2094
C -0.4547 -0.2444 -2.8475
N -1.2746 0.0978 -1.6617
C -2.2380 -0.9531 -1.3373
C -2.7006 -0.8279 0.0882
N -1.6946 -1.2406 1.0867
C -2.3255 -1.0939 2.4290
C -1.2486 -2.6322 0.9516
C -2.0792 -3.6227 0.4411
C -1.6452 -4.9383 0.3898
C -0.3879 -5.2628 0.8815
C 0.4221 -4.2765 1.4251
C -0.0005 -2.9491 1.4670
S 1.0166 -1.6994 2.1794
C -1.7083 1.3708 -1.5934
C -3.0506 1.7503 -1.7531
C -3.4148 3.0681 -1.7687
C -2.4652 4.1013 -1.5826
C -1.1693 3.7831 -1.3700
C -0.7379 2.4039 -1.2095
S -0.8076 2.2482 0.6474
H -1.1095 -0.5828 -3.6523
H 0.2461 -1.0390 -2.5920
H 0.0903 0.6216 -3.2148
H -1.7308 -1.9031 -1.4903
H -3.1014 -0.9421 -2.0074
H -3.6206 -1.4048 0.2229
H -2.9398 0.2121 0.3048
H -3.2237 -1.7141 2.4761
H -2.5946 -0.0516 2.5981
H -1.6221 -1.4156 3.1905
H -3.0702 -3.3824 0.0677
H -2.2876 -5.7021 -0.0326
H -0.0358 -6.2870 0.8397
H 1.4059 -4.5162 1.8111
H -3.7973 0.9962 -1.9638
H -4.4504 3.3216 -1.9608
H -2.7671 5.1399 -1.6377
H -0.4030 4.5385 -1.2412
N 1.0454 1.4601 6.1967
C 1.8257 1.6957 4.9878
C 1.0159 1.3057 3.7701
O 1.4957 1.2556 2.6532
O -0.2588 1.0486 4.0001
H 1.1928 2.1732 6.8941
H 1.2688 0.5663 6.6142
H -0.3629 1.1596 4.9746
H 2.7721 1.1629 4.9470
H 2.0455 2.7570 4.8798
O 0.5972 2.2691 -1.7209
C 1.4435 1.2910 -1.4314
N 1.4271 0.4573 -0.4465
S 2.6850 -0.7010 -0.6513
O 3.6111 -0.6158 0.4226
O 2.0734 -1.9325 -1.0336
C 3.3509 0.0888 -2.0776
C 4.4575 -0.2496 -2.8239
C 4.7495 0.5534 -3.9216
C 3.9539 1.6504 -4.2439
C 2.8422 1.9750 -3.4754
C 2.5592 1.1723 -2.3865
H 5.0747 -1.1037 -2.5678
H 5.6112 0.3215 -4.5340
H 4.2066 2.2594 -5.1030
H 2.2204 2.8282 -3.7134
```

Results
- Gap between HOMO and LUMO (spin up / spin down): 5.209 / 5.223 eV
- Lowest unoccupied orbital energy (spin up / spin down): -4.2 / -4.2 eV
- Net charge: +1
- Strongest force on any atom: 1.104 eV Å⁻¹
- 2S+1: 1
- ΔE to the lowest compared entry with this formula, charge and spin: 22.1 kJ/mol

Here are the Löwdin charges for atoms 1 to 4, given in e: number 1, Ru, carries 0.74; number 2, C, carries 0.02; number 3, N, carries -0.10; number 4, C, carries -0.14



# 3
This record from OMol25 describes a structure of composition C25H41O13PbS4 in a non-equilibrium geometry. The level of theory is the ωB97M-V functional and the def2-TZVPD basis.

```
84
C25H41O13PbS4, DFT the ωB97M-V functional and the def2-TZVPD basis
Pb -24.3836 -9.7921 -17.1087
C -23.6294 -5.1302 -16.3512
C -23.5458 -6.5726 -15.8466
C -22.9891 -6.8011 -14.4564
O -24.7159 -7.2643 -16.0767
H -23.7428 -5.0701 -17.4362
H -22.7060 -4.5992 -16.0828
H -24.4216 -4.4915 -15.9439
H -22.6636 -6.8415 -16.4581
H -23.7287 -6.6154 -13.6657
H -22.1717 -6.1741 -14.0905
H -22.9114 -7.8920 -14.4427
C -21.4925 -12.8248 -14.9839
C -21.7205 -13.5533 -13.7649
C -22.8759 -13.0388 -12.7560
O -22.9530 -13.5541 -11.6502
C -23.8425 -12.1010 -13.3463
C -23.5850 -11.4516 -14.5502
C -22.3235 -11.8003 -15.3161
O -22.1567 -11.1031 -16.3718
O -24.4199 -10.5479 -14.8984
O -21.0096 -14.4332 -13.2979
H -20.5252 -13.0343 -15.4225
H -24.8523 -12.1832 -12.9651
C -27.6347 -14.4702 -15.4697
C -28.2855 -13.7766 -16.6683
C -27.2647 -13.7650 -17.8088
S -25.6626 -13.6651 -16.9955
O -25.0708 -12.3309 -17.0980
O -24.9118 -14.8751 -17.2946
C -26.2871 -13.8019 -15.3174
H -27.6203 -15.5586 -15.5625
H -28.1430 -14.3519 -14.5099
H -28.4139 -12.7247 -16.3981
H -29.2556 -14.1231 -17.0201
H -27.3548 -12.9088 -18.4747
H -27.2203 -14.7040 -18.3599
H -26.3666 -12.7745 -14.9535
H -25.5119 -14.2410 -14.6894
C -23.4715 -6.2628 -22.0508
C -23.5385 -7.7668 -22.1378
C -24.9772 -8.0435 -21.5715
S -24.9778 -7.1369 -19.9928
O -24.4431 -8.1074 -19.0583
O -26.2141 -6.3853 -19.8475
C -23.6563 -5.9353 -20.5887
H -24.3475 -5.8100 -22.5286
H -22.5830 -5.8432 -22.5214
H -22.7691 -8.2456 -21.5340
H -23.6663 -8.1578 -23.1473
H -25.3323 -9.0503 -21.3705
H -25.6136 -7.4649 -22.2412
H -22.7141 -6.1887 -20.0974
H -24.0084 -4.9689 -20.2374
C -19.0140 -9.7945 -17.0380
C -18.7007 -8.2855 -16.7402
C -19.9852 -7.4717 -16.8698
S -20.8799 -8.2263 -18.2576
O -20.7400 -7.5256 -19.5371
O -22.1833 -8.6503 -17.7957
C -19.8749 -9.7441 -18.2877
H -19.5411 -10.2851 -16.2220
H -18.1032 -10.3169 -17.3257
H -17.9541 -7.8901 -17.4383
H -18.1877 -8.0024 -15.8188
H -19.8214 -6.4237 -17.1094
H -20.6014 -7.6468 -15.9886
H -19.3295 -9.6576 -19.2286
H -20.6279 -10.5221 -18.4013
C -22.7028 -14.2043 -19.9662
C -23.3474 -13.9650 -21.3807
C -24.1192 -12.6701 -21.3467
S -23.2439 -11.5806 -20.1599
O -24.3606 -10.8982 -19.4892
O -22.1828 -10.7581 -20.7107
C -22.4113 -12.9153 -19.1673
H -21.9303 -14.9731 -19.9291
H -23.4692 -14.8255 -19.4896
H -24.0334 -14.7404 -21.7174
H -22.5385 -13.8820 -22.1101
H -25.1288 -12.8072 -20.9538
H -24.3516 -12.1717 -22.2885
H -22.8332 -12.9890 -18.1650
H -21.3523 -12.6995 -19.0561
```

Results
- Gap between HOMO and LUMO: 5.652 eV
- Lowest unoccupied orbital energy: 1.6 eV
- Net charge: -1
- Strongest force on any atom: 3.157 eV Å⁻¹
- 2S+1: 1
- ΔE to the lowest compared entry with this formula, charge and spin: 134.8 kJ/mol

Here are the Löwdin charges for atoms 1 to 4, given in e: number 1, Pb, carries 1.66; number 2, C, carries -0.08; number 3, C, carries -0.69; number 4, C, carries -0.08